No. 1
DFT (wB97M-V/def2-TZVPD) results for a molecular structure, C15H44FNO11P4Si2 in a non-equilibrium geometry.

As for the spin multiplicity: 1.

Positions of all 78 atoms, in Å:
O1 -9.223673 -0.259466 3.815225
P1 -2.581459 -2.263005 2.976342
H1 -1.856619 0.686409 3.679020
C1 -3.335480 -3.210296 4.362505
O2 2.546099 3.435157 0.289729
O3 -5.162293 -0.234356 3.320893
C2 0.667890 -1.440343 -6.041392
C3 0.455121 -0.655473 -4.768153
H2 -7.307021 -1.235925 5.225084
H3 0.580185 0.773730 -0.287470
H4 -1.933618 -3.579644 -3.804223
H5 -3.070819 -3.133235 0.687991
H6 -4.155373 -3.870459 4.078568
H7 -2.228861 1.591893 2.193721
O4 0.840561 -3.673686 -3.888143
C4 -0.108728 -4.741658 -3.925498
C5 -2.364110 -3.327885 1.493607
H8 6.699677 5.318891 1.521638
C6 6.986336 4.362444 1.084063
C7 -1.459909 -4.309814 -4.463784
O5 4.192878 4.982871 -0.613919
H9 -2.123869 -5.170032 -4.553127
H10 -3.901859 -0.273463 1.029928
H11 0.772711 3.261727 -0.701140
H12 6.347695 2.299872 1.118595
H13 3.486067 6.840808 -0.922216
H14 1.371038 -0.169965 -4.438365
H15 2.097019 0.847989 0.630784
C8 3.725532 6.593045 1.188080
H16 3.545638 -3.260057 -1.162959
F1 -6.046680 -2.478294 2.155639
H17 -2.541879 -3.767962 4.855443
H18 1.501869 -2.134240 -5.950247
H19 3.205161 7.535788 1.360274
H20 4.799238 6.764831 1.255219
H21 4.658009 -2.229722 -2.054776
Si1 -3.702014 -0.403738 2.496496
P2 4.110738 3.498875 -0.109135
O6 2.115435 -1.827696 -2.876072
H22 8.024987 4.154580 1.341157
H23 2.091065 2.343160 -1.424559
H24 6.206024 3.130417 2.664402
H25 -3.261675 1.709617 3.665837
C9 1.223801 1.418580 0.313907
H26 -1.363422 -3.141733 1.104334
C10 3.888194 -2.231922 -1.282064
H27 -0.266261 0.141509 -4.949828
H28 -0.221258 -2.013255 -6.300480
H29 3.112855 -0.329976 -1.901821
H30 -2.378766 -4.380507 1.777252
H31 -0.213189 -5.171685 -2.926671
C11 -2.658245 1.053149 3.035494
H32 0.890576 -0.745562 -6.852322
H33 0.680742 1.707752 1.214895
O7 -8.971616 -1.249148 1.415385
H34 -9.309130 -1.164727 4.149899
P3 -8.273126 -0.172211 2.463751
H35 2.299389 5.775459 -0.218758
O8 -0.126195 -1.432016 -3.704638
H36 3.442932 5.900802 1.980590
H37 -9.894393 -1.397094 1.649168
H38 -1.355264 -3.842913 -5.443043
C12 2.740840 -1.332966 -1.681515
O9 0.517658 -3.105152 -1.493027
O10 4.427507 2.259870 -0.820684
H39 -3.687031 -2.477050 5.091857
H40 -5.967291 -2.104977 5.280129
C13 3.348272 6.060054 -0.174244
C14 1.640608 2.637321 -0.476141
C15 6.088214 3.250642 1.588710
N1 -6.805251 -1.965709 4.719968
H41 2.015198 -1.246956 -0.873878
H42 4.332708 -1.894404 -0.345222
H43 6.916491 4.465714 -0.000704
H44 0.324766 -5.505427 -4.570433
Si2 -6.403976 -1.292985 3.167414
O11 4.695444 3.525120 1.373877
P4 0.647182 -2.479289 -2.816227

Cartesian forces (eV/Å) of the 2 atoms listed first:
O 0.06 -0.52 -0.07
P 1.13 0.27 0.31

No. 2
DFT (wB97M-V/def2-TZVPD) results for a molecular structure, C15H44LiNO16 in a non-equilibrium geometry.

As for the spin multiplicity: 1.

Positions of all 77 atoms, in Å:
H1 -1.633526 -10.111538 22.191541
H2 4.517932 -9.765258 20.901993
H3 4.902445 -7.820068 18.535840
H4 5.745554 -12.388953 13.926451
O1 3.843779 -7.728786 16.085257
H5 1.865120 -9.231674 22.877322
H6 4.635036 -13.933241 15.087832
H7 -2.142702 -9.140447 18.817908
O2 -1.496178 -8.024324 16.430437
H8 -2.066390 -12.778220 14.773950
Li1 4.073824 -12.242034 19.596068
C1 3.425907 -6.408941 15.924745
H9 2.095370 -4.165434 17.417713
C2 -0.678010 -9.989606 22.701678
H10 2.486852 -6.287267 15.384875
O3 3.970422 -11.558461 21.550522
O4 5.994403 -11.819972 19.507419
O5 3.603972 -10.185842 18.382306
C3 -2.345487 -9.108547 16.587433
C4 -0.276539 -12.463535 14.156231
H11 -0.171419 -9.975629 17.744279
O6 6.528596 -8.236681 16.593318
H12 6.507361 -9.661720 18.063617
H13 -2.138378 -9.771532 15.747404
O7 -0.726549 -8.695938 23.306263
O8 1.750267 -9.678262 17.527307
H14 5.343200 -10.010309 14.435960
H15 5.595894 -8.317789 16.381019
C5 6.261488 -11.267649 20.836938
H16 7.052487 -10.526502 20.722396
C6 6.071604 -12.447106 16.118098
H17 5.445183 -12.711971 16.969887
O9 6.394371 -6.334925 18.691838
C7 5.223754 -12.214518 14.867409
H18 4.295009 -10.491278 15.815769
C8 4.973060 -10.586975 21.454930
C9 3.185306 -5.719117 17.244738
H19 -0.787384 -10.707220 23.514793
O10 1.617310 -12.494340 15.637466
C10 4.666848 -10.769084 14.829541
H20 1.637396 -11.418849 13.884736
H21 0.545673 -11.249288 21.328915
H22 6.826025 -12.159117 19.168312
H23 2.570223 -12.504118 15.521434
H24 0.560748 -10.873248 15.204681
H25 6.639090 -11.554953 16.382906
O11 2.909195 -4.363257 16.948506
O12 1.818622 -10.157929 22.629364
H26 3.170284 -8.256272 16.520876
H27 5.285707 -10.216371 22.431149
H28 2.364017 -6.217124 17.760077
C11 0.638997 -10.282532 21.823659
N1 2.411854 -10.409683 18.212789
C12 0.956646 -11.738861 14.673577
H29 3.800999 -10.801923 14.168222
H30 -3.387687 -8.829762 16.431897
H31 4.171677 -5.827802 15.382356
H32 6.564208 -6.222542 17.753683
H33 -0.700860 -12.005319 13.262877
O13 -1.229791 -12.584266 15.202991
C13 6.766724 -8.613931 17.912028
H34 6.001086 -7.955251 19.862264
H35 7.796247 -8.461491 18.235976
H36 0.099482 -13.412811 13.774678
H37 6.678260 -12.092105 21.415449
H38 6.868922 -13.180110 15.995175
O14 -0.935746 -10.508812 17.974774
H39 0.717442 -9.504362 21.064437
H40 -0.895732 -8.078767 22.590669
H41 -3.123059 -10.303798 18.133779
C14 -2.189483 -9.777562 17.934738
O15 1.961453 -11.447275 18.736125
C15 5.943157 -7.656528 18.815597
H42 3.281160 -11.056258 21.991333
H43 -1.277424 -8.014198 15.495750
O16 4.202035 -13.096347 14.904210
H44 4.021290 -5.854937 17.930880

Cartesian forces (eV/Å) of the 2 atoms listed first:
H 0.32 -0.22 -0.92
H 0.85 0.26 -0.51

No. 3
DFT (wB97M-V/def2-TZVPD) results for 7 unconnected molecules or ions with the total composition C15H44N6O7 in a non-equilibrium geometry.

Its relative energy (zero: lowest compared OMol25 entry of this formula, charge and spin) is 53.97 kcal/mol. As for the spin multiplicity: 1. As for the SMILES: NC(N)=O.NC(N)=O.NC(N)=O.CC(C)O.CC(C)O.CC(C)O.CC(C)O.

Positions of all 72 atoms, in Å:
O1 6.101008 -1.284881 -1.305906
H1 4.233527 -2.190051 1.022713
C1 -1.072027 0.264531 -0.547253
H2 -2.696285 -0.438443 1.970399
H3 0.540426 5.432554 0.285953
N1 1.884894 0.344320 5.415472
N2 1.047454 4.600895 0.526649
H4 0.494439 -0.455330 2.130617
H5 -5.426340 3.440008 0.801191
H6 -5.557021 1.468837 -0.762370
H7 2.466448 3.607709 -1.603933
H8 -3.611698 -3.394538 -4.709008
C2 0.320657 3.540170 1.004692
N3 2.202963 2.657063 -1.758406
H9 1.042904 0.231104 5.955930
H10 -0.291964 -4.786062 -4.721498
O2 -0.863259 -4.083948 -4.407850
H11 -2.426412 -4.662360 -1.513324
H12 3.695902 -1.391464 -1.159737
C3 -5.278233 1.272782 1.145776
O3 -0.898540 3.584272 1.068461
H13 -7.063473 0.156188 1.595766
H14 3.310231 1.115344 3.420091
C4 -6.673580 1.172491 1.718383
H15 -1.951208 -3.107131 -2.199981
H16 -1.176145 -0.676249 -1.084452
O4 2.175232 0.897537 -3.223249
H17 3.916163 2.295747 -4.464043
H18 5.666754 -1.686621 1.839527
C5 5.416663 -0.887173 -0.127869
H19 1.584537 2.100605 -1.196131
H20 3.219415 -0.252386 -0.002955
H21 -0.744312 -4.302976 -1.827525
H22 -1.772244 -5.752110 -3.739976
H23 -2.118574 -1.723686 0.960740
C6 2.506014 2.041028 -2.960309
H24 -3.755564 2.867840 0.684456
C7 -1.750174 -4.180242 -2.224538
H25 -3.558053 -5.050374 -5.106526
H26 -1.027276 1.029434 1.532247
C8 4.036090 -0.459287 -0.700718
H27 6.876960 -1.799483 -1.062332
C9 1.812890 -0.194882 4.165897
H28 -7.426932 1.711332 1.134479
N4 3.378654 2.736992 -3.743497
H29 -0.259090 0.861791 -0.959211
H30 -1.937923 0.879933 -0.812543
C10 -1.778382 -0.932307 1.637006
H31 2.147909 2.626403 1.228714
C11 -0.915124 0.113725 0.933594
O5 0.889661 -0.905067 3.762010
C12 -4.714346 2.702073 1.180067
O6 -5.277885 0.749243 -0.183727
H32 4.095496 0.321937 -1.451729
H33 -4.583896 0.595178 1.646341
H34 2.019508 4.558009 0.760469
N5 2.803203 0.258471 3.340779
C13 -3.280547 -4.349924 -4.309342
H35 2.649136 0.934186 5.664838
H36 5.723207 -3.016450 0.635552
H37 -4.475516 3.014153 2.201255
C14 -1.951623 -4.676938 -3.657574
H38 -1.416316 -1.469960 2.509991
H39 2.841548 -0.191928 2.437257
H40 0.813925 1.581181 1.431866
H41 3.790019 3.554329 -3.327144
O7 0.490421 -0.197335 1.171933
N6 1.174154 2.544045 1.457445
H42 5.866842 -0.037554 0.400647
C15 5.308040 -2.039841 0.870464
H43 -4.024325 -4.689854 -3.572684
H44 -6.789007 1.403397 2.777671

Cartesian forces (eV/Å) of the 2 atoms listed first:
O 0.66 0.23 -0.02
H 0.07 -0.37 0.08

Number 1: highest occupied orbital energy -7.663 eV. Number 2: highest occupied orbital energy -9.032 eV. Number 3: highest occupied orbital energy -9.597 eV.